{
  "formula": "C94H185N13O27",
  "method": "the ωB97M-V functional and the def2-TZVPD basis",
  "species": ["C", "H", "H", "C", "H", "H", "H", "H", "H", "H", "H", "H", "C", "C", "H", "O", "H", "O", "C", "O", "H", "H", "H", "H", "N", "H", "H", "C", "N", "C", "N", "H", "C", "H", "O", "C", "C", "H", "H", "H", "H", "H", "H", "H", "C", "C", "H", "C", "C", "H", "H", "H", "C", "H", "H", "H", "H", "O", "C", "H", "H", "H", "H", "N", "O", "H", "C", "H", "H", "O", "H", "H", "C", "C", "O", "H", "H", "H", "C", "H", "C", "O", "H", "H", "H", "C", "H", "C", "C", "H", "H", "C", "H", "C", "H", "H", "C", "H", "H", "C", "C", "H", "C", "H", "H", "H", "C", "C", "H", "H", "H", "H", "H", "H", "O", "C", "C", "H", "H", "H", "C", "C", "C", "N", "H", "H", "C", "H", "H", "C", "H", "H", "O", "H", "C", "C", "O", "H", "H", "H", "H", "H", "H", "H", "H", "N", "H", "H", "N", "H", "C", "H", "H", "H", "C", "H", "H", "H", "H", "H", "H", "H", "H", "O", "C", "H", "H", "H", "H", "H", "H", "H", "H", "H", "C", "H", "H", "O", "H", "H", "C", "H", "C", "C", "H", "H", "C", "C", "H", "H", "H", "O", "O", "C", "H", "H", "C", "H", "H", "H", "C", "O", "H", "H", "C", "C", "H", "C", "O", "H", "C", "C", "H", "H", "H", "C", "H", "H", "H", "C", "H", "C", "H", "N", "H", "H", "H", "C", "O", "C", "H", "O", "H", "C", "C", "O", "O", "C", "O", "C", "H", "H", "H", "H", "C", "C", "N", "C", "H", "C", "C", "C", "H", "C", "H", "H", "N", "H", "C", "N", "C", "H", "C", "C", "H", "H", "N", "C", "C", "C", "H", "C", "H", "H", "H", "H", "H", "O", "C", "O", "O", "C", "C", "C", "H", "H", "H", "H", "H", "H", "H", "H", "N", "H", "H", "H", "H", "C", "C", "C", "H", "H", "C", "C", "H", "C", "H", "H", "C", "H", "H", "H", "H", "H", "H", "C", "H", "O", "H"],
  "coordinates": [[-1.654, 4.116, -8.007], [5.273, -6.316, -0.519], [3.154, -6.396, -5.554], [-1.098, -1.661, -7.995], [-1.367, 1.291, -10.517], [1.547, 4.900, -1.151], [-1.837, 5.030, 1.880], [-1.027, 4.460, -1.025], [2.829, -7.628, 5.150], [2.197, 1.192, -0.074], [-2.626, 5.239, -0.641], [6.279, 1.417, 2.520], [-0.232, 3.421, 8.257], [-9.001, 4.829, 1.847], [5.601, -6.457, 5.260], [-6.572, -4.209, -7.616], [-0.158, 3.158, -5.195], [0.117, 6.052, 5.766], [3.577, -3.022, 2.801], [-1.082, 5.310, -4.119], [2.339, 2.368, 6.128], [-3.940, 4.288, 2.268], [4.775, -6.471, 3.134], [2.373, 7.456, -1.707], [2.927, -4.852, -0.421], [2.979, 4.471, -1.907], [-4.170, -3.256, -4.717], [-0.469, 4.524, 9.101], [-5.798, -1.750, -6.277], [-0.698, -4.818, 1.344], [-0.004, 4.191, 1.302], [-3.756, 6.490, 3.723], [-5.735, -2.200, 1.213], [-3.521, 7.844, 4.641], [-0.709, 0.631, -10.800], [1.894, -7.713, 2.127], [4.530, -6.356, 5.576], [-3.038, -3.735, -6.020], [0.984, 3.421, -2.247], [-5.956, -0.617, 2.524], [1.734, -8.698, 1.773], [3.190, -0.354, -3.695], [1.159, -0.612, 1.626], [4.319, -2.030, -0.220], [3.717, 1.186, 3.360], [3.780, -5.156, -1.624], [1.884, 4.276, -4.502], [-6.972, -5.418, -8.093], [0.504, 3.312, 10.952], [-9.359, 5.356, 2.737], [0.120, 2.004, 4.532], [6.912, -4.108, 2.970], [2.160, -0.054, -3.674], [2.717, -1.631, 4.209], [4.450, -6.604, 6.630], [-7.330, -7.361, -4.412], [3.556, 2.859, -0.605], [5.605, -0.421, 0.146], [6.279, -0.912, 1.266], [-9.690, 4.080, 1.473], [-4.868, -7.349, -3.541], [-2.528, 6.488, -5.765], [-0.962, -2.117, -2.039], [1.334, 1.244, 0.452], [-4.681, -2.066, -0.917], [9.177, 0.261, 2.603], [-2.851, 2.530, -1.029], [-7.102, -2.797, -0.398], [4.030, 2.083, 2.847], [3.924, -5.329, -4.065], [-7.783, -2.656, 1.260], [-4.027, -0.091, 3.223], [7.379, 5.034, 2.020], [0.579, -1.170, -10.154], [1.643, -1.967, -4.806], [-6.316, -2.028, 3.242], [-3.599, 3.055, -1.563], [5.266, -8.379, 4.070], [-0.750, 6.545, 0.856], [1.779, 3.334, 3.982], [7.411, 0.062, 1.522], [-7.750, 4.194, 2.117], [-6.025, -1.749, -5.292], [-0.174, 2.628, -7.607], [4.051, -4.900, -6.016], [-1.449, -1.808, 4.640], [-7.830, -3.351, -3.126], [5.024, 4.617, 2.146], [0.333, 2.187, 8.838], [2.719, -3.010, 2.105], [-4.801, 5.500, 1.534], [3.821, 4.402, 1.106], [0.678, 1.758, -0.163], [-5.588, 2.328, 2.033], [3.246, 0.555, 2.577], [1.640, 5.489, -7.344], [-5.570, -6.517, -3.431], [3.148, -5.824, 3.302], [-2.373, 6.692, 6.176], [4.843, -3.701, 2.478], [-1.255, -7.420, -1.244], [-1.428, 0.339, 0.452], [-1.664, -6.449, -0.137], [-2.688, -2.513, -0.755], [3.700, -0.833, 0.876], [3.011, 4.808, -6.492], [-4.690, -1.541, 0.375], [-0.823, 3.392, -7.198], [-8.888, 5.555, 0.985], [-2.228, -8.511, -2.778], [-0.712, -8.256, -0.741], [-3.018, 5.781, -8.114], [7.824, -0.212, 3.638], [1.252, -0.882, -11.029], [3.809, 3.397, 5.052], [-0.091, 4.454, 10.451], [3.814, -7.368, 4.707], [-3.107, -1.070, -1.852], [0.931, 3.229, 11.950], [-0.850, 0.427, 2.186], [1.900, 5.812, -2.994], [-1.426, -0.655, -8.883], [-3.101, -0.260, 3.747], [4.547, -8.635, 4.740], [0.264, -4.344, 1.390], [-0.195, 7.001, 1.685], [4.443, 4.172, 6.136], [0.091, -0.416, -1.222], [1.823, -2.747, -9.313], [-0.361, 0.963, -3.876], [-2.125, 4.572, 4.014], [-0.536, -3.830, -1.443], [0.335, -2.289, -0.304], [2.664, 1.765, -2.667], [1.890, 1.136, -3.130], [-1.129, 0.608, 4.797], [4.993, -4.499, 1.368], [-1.733, -1.917, -7.149], [-0.347, 3.388, 1.853], [-9.741, -5.067, -3.885], [-5.651, -3.285, -1.986], [0.523, -2.813, -2.335], [-3.082, -8.447, -1.406], [5.163, 3.820, 2.844], [-0.114, 1.231, 7.251], [6.901, 1.404, 1.730], [1.085, 1.349, 10.809], [2.221, -4.117, -0.590], [2.006, 4.719, -2.051], [3.833, -7.273, -1.248], [4.279, -0.972, -0.018], [1.748, -1.041, -0.972], [0.743, 4.651, 1.821], [8.130, 0.062, 0.653], [4.549, -6.445, -1.335], [-3.197, 1.586, -0.614], [1.031, -2.341, -5.457], [-4.972, -0.452, 0.294], [-0.953, -5.298, 2.297], [5.270, 4.767, 5.729], [0.828, 5.979, -3.226], [6.661, 1.940, 0.902], [-1.517, -4.151, 1.039], [-2.352, 3.323, 0.100], [0.590, 1.637, -3.161], [4.528, 0.732, 3.885], [3.895, -0.447, -0.900], [2.111, 6.074, 6.356], [-5.986, -4.297, -5.627], [-2.206, -7.016, 0.642], [-4.485, -2.625, -7.647], [-7.615, -5.290, -8.937], [-4.104, -2.308, 3.012], [4.778, 5.532, 2.661], [-2.076, 5.615, -6.212], [-1.119, -2.863, 4.742], [6.819, -2.615, 5.083], [-3.253, -2.600, 3.295], [-5.057, 3.451, 0.314], [2.354, -4.532, -3.134], [-2.329, 5.239, -7.504], [2.148, 0.550, 4.558], [5.995, -3.617, 3.325], [3.236, 2.194, 5.518], [-3.719, -1.632, 0.879], [-2.848, 1.761, 3.974], [-0.553, -0.416, -9.947], [-5.575, 3.605, 1.243], [4.166, -4.474, 0.778], [0.384, -0.793, 5.406], [-3.371, -6.060, -2.244], [-3.894, -5.272, -2.148], [6.184, 4.789, 1.283], [1.451, 6.673, 5.714], [5.583, -0.835, 2.124], [3.058, 6.488, -7.047], [-1.289, 4.917, -5.388], [-3.207, -2.007, -5.474], [1.855, 6.753, 4.728], [-1.341, 1.412, -3.935], [3.722, -6.735, 3.310], [1.950, 6.196, -5.407], [-2.295, -5.598, -0.469], [7.241, 5.827, 2.761], [-1.839, 4.560, -0.268], [-0.218, -2.762, -1.531], [4.502, -4.354, -1.710], [-0.599, -0.695, 4.913], [4.770, -1.349, 5.874], [-0.687, 7.785, 4.934], [-2.362, 0.811, 4.195], [-5.178, -5.334, -2.685], [0.093, -7.539, -2.969], [-2.531, 4.140, -9.724], [4.594, 2.320, 0.660], [0.678, 2.210, 10.196], [4.921, 3.471, 6.834], [-0.633, 6.194, 10.923], [6.733, -1.845, 0.997], [-6.871, -6.547, -3.877], [8.485, -1.426, 2.542], [-2.296, 4.824, 5.090], [-1.639, 7.091, 0.551], [-4.863, 4.652, 2.101], [3.851, 1.521, 6.081], [1.565, 2.259, 2.703], [-7.517, -1.258, 0.269], [-3.719, -2.955, -5.662], [-0.377, 1.659, 5.329], [-2.213, 6.320, 5.158], [-7.433, 3.670, 0.087], [-0.491, -5.891, 0.366], [-0.025, 6.534, 0.008], [-7.743, -5.412, -3.703], [0.059, -2.420, -8.177], [-8.963, -5.465, -4.303], [-0.087, 5.524, 11.337], [2.458, 5.709, -6.667], [0.245, 2.791, -2.584], [-1.142, 5.072, 1.027], [-6.701, 5.135, 0.627], [1.496, -6.946, 1.418], [-0.650, 4.517, -3.764], [2.492, 7.839, -3.484], [1.198, -0.829, -4.299], [-5.575, -4.195, -6.655], [-2.419, -7.901, -1.954], [2.318, 5.291, -4.368], [-0.934, 5.405, 8.716], [8.293, -0.350, 2.656], [6.002, -2.777, 4.411], [-2.639, -1.562, 3.942], [-1.594, 4.304, 5.745], [-7.232, -4.256, -3.103], [-6.033, -5.943, -8.434], [3.679, 4.786, 6.573], [-5.719, -1.591, 2.534], [2.409, -6.266, -2.932], [-6.959, 4.125, 0.996], [-3.064, 7.041, 4.237], [-3.401, -2.100, -1.483], [4.045, -9.373, 4.215], [-0.294, -6.789, -2.242], [-0.759, -0.063, 1.177], [-6.561, -1.586, -6.906], [-0.763, -5.952, -2.761], [1.556, 2.373, 3.706], [2.625, 7.105, -2.703], [-0.043, -0.313, -4.454], [0.913, -2.159, -9.223], [-6.183, 2.416, 2.967], [4.754, -2.101, 4.729], [7.686, 4.093, 2.475], [1.312, -7.618, 3.048], [1.066, -3.923, -7.528], [1.206, 7.622, 6.219], [5.571, -1.643, 6.335], [0.309, -3.427, -7.234], [-7.114, -2.226, 0.547], [3.302, -7.677, 2.338], [0.414, 1.062, 8.073], [3.585, -2.241, 3.956], [4.244, 3.236, 0.138], [3.347, -5.341, -5.329], [8.061, 5.278, 1.221], [0.560, -6.304, -1.767], [-2.332, -0.063, -8.692], [-0.827, -0.894, -4.946], [2.824, 4.162, 1.506], [2.566, -5.679, 0.106], [3.604, 6.452, 1.004], [3.435, 5.224, -4.421], [3.658, 5.669, 0.335], [4.591, 5.809, -0.054], [3.696, 6.899, -2.676], [-0.987, -1.082, 1.419], [-2.043, 2.464, -1.755], [-0.738, 6.649, 4.879], [-4.903, -2.814, -6.641], [0.689, -0.116, 0.744], [4.246, -5.306, 5.432], [-0.503, 3.477, 7.226], [2.640, 1.492, 4.375], [-0.694, 3.759, -5.878], [-6.174, 1.625, 1.457], [3.059, -5.350, -2.976], [-0.448, 6.379, 3.818], [-4.604, 1.916, 2.238], [-5.989, -4.198, -2.474], [-3.309, 4.531, 5.391], [2.427, -4.715, -5.378], [-4.773, -4.909, -6.830], [-3.436, -2.899, -2.300], [5.113, 3.585, -0.406], [-5.437, -3.218, 1.416], [0.775, -0.960, -0.510], [-7.497, -5.995, -7.297], [-1.780, 3.705, -9.287], [5.143, -6.856, -2.130]],
  "atomic_forces_ev_per_a": [[-0.851, 1.110, 0.215], [-0.693, -0.322, 0.246], [-0.360, 0.222, -0.607], [0.079, -0.635, 0.277], [0.355, -0.585, 0.165], [0.775, 0.316, -0.214], [-0.246, -0.087, -0.357], [-0.539, 0.040, 0.142], [0.150, 0.554, -0.393], [0.130, -0.528, 0.046], [0.135, -0.052, 0.099], [-0.435, 0.415, -0.280], [0.883, -1.419, 2.645], [0.757, 0.510, -1.154], [-0.575, 0.360, 0.548], [-0.211, 2.117, -0.127], [0.850, -0.601, 0.436], [1.874, -0.630, 0.407], [2.834, -0.811, -0.455], [0.062, -0.515, 0.733], [0.295, 0.589, 0.708], [0.479, 0.158, -0.053], [-0.246, 0.066, -0.674], [-0.181, 0.407, -0.027], [-0.011, -0.141, -0.499], [-0.156, 0.187, 0.434], [0.266, -0.237, 0.336], [0.613, -1.281, 0.485], [0.945, 0.665, 0.337], [-0.368, -1.856, -0.673], [-0.101, -0.300, 0.187], [0.362, -0.003, 0.494], [-1.185, -0.303, 0.154], [0.038, -0.101, 0.067], [-0.502, 0.689, -0.525], [0.305, 0.748, 0.271], [1.201, -0.115, -0.124], [0.016, 0.262, 0.225], [0.004, -0.608, -0.859], [-0.159, 0.527, -0.159], [-0.547, -0.842, -0.721], [0.288, -0.521, 0.003], [0.477, 0.394, -0.698], [0.070, -0.610, -0.174], [-1.248, -0.138, -1.149], [0.149, -1.214, 0.090], [0.147, 0.438, -0.185], [1.113, -2.038, 0.547], [0.105, 0.944, 0.746], [0.082, -0.330, -0.194], [0.764, 0.394, 0.466], [-0.529, 0.050, 0.243], [1.305, -0.716, -0.281], [0.129, -0.295, 0.131], [0.097, -0.055, 0.110], [0.244, -0.380, -0.070], [-0.768, 0.395, -0.009], [-1.481, -0.090, -0.892], [0.253, 1.332, -0.084], [-0.484, -0.169, 0.237], [-0.296, 0.386, -0.017], [-0.270, 0.237, -0.253], [-0.095, -0.177, 1.005], [-1.812, -0.663, 0.455], [0.001, -0.188, 0.196], [0.555, -0.051, 0.236], [1.709, 0.889, 1.233], [-0.013, -0.055, 0.611], [0.261, 0.292, 0.054], [1.443, 0.232, 0.970], [-0.728, -0.514, 0.261], [0.074, -0.019, -0.025], [-0.724, -0.651, -0.706], [1.377, -0.032, -0.614], [0.296, -2.107, -0.897], [0.120, -0.040, -0.663], [-1.363, 0.587, -0.259], [0.925, -0.724, 0.110], [1.114, -1.020, -1.205], [-0.105, -0.269, -0.543], [0.410, 0.686, -1.026], [-0.796, 0.175, 0.533], [-0.368, -0.050, -0.228], [-0.376, -0.351, -0.026], [0.347, -0.098, -0.302], [1.034, 0.454, -0.972], [-0.233, -0.067, 0.128], [-0.908, -0.046, -2.645], [-1.404, 2.156, -0.892], [0.595, -0.266, 0.485], [0.347, -0.192, 0.234], [0.786, -0.542, -0.408], [0.413, -0.182, 0.583], [-1.020, -0.491, 0.596], [0.708, -0.031, 0.378], [-0.233, 0.009, -0.094], [0.007, 1.939, 1.398], [-0.429, 0.394, -0.044], [-0.188, -0.254, 0.127], [-1.218, 0.112, 0.240], [0.972, -0.561, 0.223], [-0.598, 0.438, -0.583], [-0.407, 0.390, 0.010], [-0.008, 0.466, -0.109], [-0.516, 0.329, 0.421], [0.524, -0.467, -0.183], [-0.130, 1.659, 0.134], [0.726, -0.141, 0.381], [-0.031, -0.408, 1.040], [0.284, 0.902, 0.962], [-0.196, 0.441, -0.160], [-0.270, 0.347, -0.347], [-0.064, 0.058, -0.081], [-1.002, -0.572, 1.431], [1.264, 0.553, 1.106], [0.826, 0.269, 0.201], [-2.068, 0.015, 0.800], [-0.018, -1.130, 0.259], [-0.508, 0.621, 0.017], [0.013, 0.032, -1.212], [-1.385, 0.190, -2.044], [0.054, -0.048, 0.263], [0.340, -0.579, 0.224], [0.208, 0.111, -1.195], [0.173, 0.579, 0.191], [-0.564, -0.168, 0.067], [0.193, -1.457, -1.321], [0.550, -0.587, 0.195], [-0.053, 0.135, -0.165], [0.056, -1.650, -0.397], [-0.072, -0.309, 0.803], [-0.187, 0.969, 0.393], [-1.075, -0.179, -0.837], [-0.219, -0.446, -0.193], [-0.087, 1.994, 1.175], [0.771, -0.360, 0.505], [-0.752, 0.792, 0.233], [0.043, 0.181, -0.222], [0.536, 0.456, -0.478], [0.928, 0.107, 0.365], [0.007, -0.643, -0.119], [0.695, 0.067, 0.160], [0.313, 0.292, 0.303], [0.148, -0.643, 0.454], [0.795, -0.170, 0.485], [1.294, 0.237, 0.017], [-0.430, 0.624, -1.583], [0.313, -0.820, 0.206], [-0.309, -0.395, 0.400], [-0.024, 0.179, 0.954], [1.656, 0.790, -0.671], [0.533, 0.461, -0.046], [-0.440, -0.029, 0.010], [-1.088, 0.128, 0.311], [0.108, -0.259, 0.309], [0.049, -0.009, -0.216], [-0.076, -0.039, -0.001], [0.453, -0.527, 0.270], [-0.008, 0.314, 0.010], [-0.494, 0.006, -0.234], [0.382, 0.339, 0.850], [-0.395, -0.398, 0.533], [0.375, -0.018, -0.001], [-1.103, -1.599, -0.906], [0.376, 0.032, -0.380], [0.747, -0.669, -0.032], [-0.291, -0.140, 0.315], [-0.333, 0.194, -0.270], [0.060, -0.513, -0.404], [-0.051, 0.191, -0.079], [-0.321, 0.053, 0.207], [-0.470, 0.200, -0.470], [-1.674, 0.766, -0.404], [0.242, 0.513, 0.500], [-1.599, 2.079, -0.077], [-0.151, 0.908, 0.009], [0.594, -0.112, 0.032], [1.810, -0.874, 1.157], [0.135, 0.018, -0.639], [-0.358, 0.349, 0.205], [0.762, -1.220, -0.536], [-0.095, -0.149, 1.014], [-0.537, 0.111, -1.451], [-2.315, 0.505, 0.891], [-0.010, 0.091, -0.236], [0.715, 0.286, 0.513], [-0.504, 0.922, 0.120], [0.603, 0.675, 2.569], [0.623, -0.078, 0.496], [-0.652, -0.127, -0.316], [0.172, -1.389, -0.372], [-1.247, 1.498, -0.018], [-1.154, 0.183, 1.306], [-2.212, -0.405, 2.210], [0.396, -0.879, 0.018], [0.902, 0.717, -0.764], [1.063, -1.778, -0.371], [0.039, -0.081, -0.221], [0.074, 0.178, -0.811], [-0.231, -0.204, -0.198], [0.770, -1.293, 0.605], [-0.106, -0.877, 0.163], [-0.069, -0.692, -0.196], [0.186, 0.063, -0.094], [1.076, 0.558, 0.888], [0.428, -1.225, -0.934], [0.044, 0.399, -0.217], [-1.413, -0.295, 0.921], [-0.054, 0.132, 0.213], [0.281, -0.890, -0.073], [-0.574, 0.231, -0.108], [1.154, -0.809, 0.075], [-0.369, 0.521, 0.382], [0.402, -0.055, 0.289], [-0.321, 0.633, 0.101], [0.609, -2.633, -0.568], [-0.427, 0.243, 0.134], [-0.083, 0.462, 0.156], [-0.260, -1.185, 0.517], [-1.614, 1.400, -0.012], [0.437, 0.262, 0.189], [-1.322, -0.330, -0.583], [0.144, 0.372, 0.223], [-1.005, -0.698, -1.117], [0.986, -0.140, 0.242], [0.202, 0.036, -0.433], [0.225, 0.524, 0.202], [-0.841, 0.328, -0.111], [-0.998, -0.580, -0.694], [1.493, 0.109, 0.594], [0.017, -0.313, 0.839], [0.530, 1.005, 0.916], [-0.418, 0.386, 0.247], [1.852, -0.160, 0.378], [-0.431, -0.059, 0.623], [-0.751, -0.508, -0.801], [-0.609, -0.169, -0.740], [-1.264, 0.148, 1.163], [-0.514, 1.447, 0.776], [-0.288, 0.724, 0.136], [-0.626, 0.321, 0.010], [0.474, -0.487, 0.327], [0.092, 0.295, 0.929], [-0.422, 0.225, -0.063], [0.522, 1.250, 0.131], [0.302, 1.069, 0.884], [-1.180, -0.760, -1.342], [1.044, -0.091, -0.153], [-0.135, 0.530, -0.311], [-0.430, -0.759, 0.601], [-3.388, 0.735, -0.046], [0.299, -0.130, -0.439], [0.019, 0.269, -0.370], [-0.812, -0.161, 0.055], [-0.991, -0.230, 0.192], [-0.107, 0.263, 0.590], [-0.122, -0.079, 0.722], [0.710, 0.290, -0.097], [0.733, 1.089, -2.153], [-0.322, -0.164, -0.772], [0.342, -0.742, -1.153], [0.024, 0.716, 0.497], [0.373, 0.106, -0.291], [0.953, 0.624, 2.048], [-0.308, -0.261, 0.109], [-0.344, -0.181, -0.350], [0.832, -0.266, 1.506], [0.573, -0.578, 0.778], [-2.021, 1.199, 0.562], [0.108, -0.124, -0.558], [0.688, 0.304, -0.388], [1.340, -1.339, -0.634], [0.214, 0.033, 0.342], [0.163, 0.121, 0.215], [0.463, -0.361, -0.146], [1.067, 0.152, -0.547], [-0.438, 0.449, 0.146], [-0.422, 0.870, -0.101], [0.579, -0.179, -0.750], [-0.355, 0.697, -0.204], [-0.365, 0.309, -0.326], [0.784, 0.580, 0.334], [0.628, 0.061, 0.732], [-0.831, -0.168, 0.253], [0.659, 0.399, 0.244], [-0.009, -0.439, 0.298], [0.515, -0.161, -0.333], [0.213, 0.242, -0.029], [0.607, 0.005, 0.556], [0.146, 0.941, -1.156], [-0.287, -0.479, -0.263], [-0.488, -0.365, 0.260], [0.645, -0.188, 0.575], [-0.119, 0.147, -0.326], [0.196, -0.074, 0.051], [-0.579, -0.691, -0.202], [0.280, -0.671, 0.076], [-0.534, 2.214, -1.790], [0.654, -0.626, -0.410], [1.188, 0.610, 0.014], [-0.168, -0.305, -0.145], [-0.060, -0.190, -0.479], [-0.762, 0.619, -3.311], [-0.215, 0.562, 0.019], [0.049, -0.653, -0.371], [-1.719, 0.356, 0.513], [-0.494, 0.159, 0.720], [0.169, 0.033, -0.025], [0.267, -1.723, -1.467], [0.094, -0.319, -0.274], [0.259, -0.464, 0.128], [-0.140, -0.651, -0.188], [0.119, 1.423, 0.709], [0.259, 0.071, -0.230], [0.135, -0.634, -0.340], [-0.685, 0.452, -0.393], [0.290, -0.028, -0.541], [-0.503, -0.313, -1.445], [0.390, 0.635, -0.990]],
  "e_tot_ha": -6435.62895,
  "orbital_gap_ev": 7.760,
  "charge": 0,
  "lumo_ev": 0.387
}